Below is the ion O4S4 with charge -2 in a non-equilibrium geometry, with properties calculated with ωB97M-V with the def2-TZVPD basis set.

Summary:
E_HOMO = -0.0341 Eh
SMILES string = O=S([O-])#S#S#S(=O)[O-]
2S+1 = 1
Kohn-Sham gap = 6.91 eV
ΔE to the lowest compared entry with this formula, charge and spin = 19.3 kcal per mole
Charge = -2
F_max = 3.01 eV/Å
LUMO energy = 5.980 eV

Each atom is followed by the atoms it is bonded to, with distances in Å.
Cartesian coordinates (Å):
1 O 2.16 1.21 2.06  S7 1.455
2 O -1.54 -2.22 -2.46  S8 1.503
3 O 1.48 3.28 1.13  S7 1.504
4 O -1.57 -2.96 -0.13  S8 1.498
5 S 0.80 0.92 -0.65  S6 2.479, S7 2.302
6 S -1.47 -0.03 -0.28  S5 2.479, S8 2.283
7 S 1.03 1.87 1.43  O1 1.455, O3 1.504, S5 2.302
8 S -0.88 -2.07 -1.11  O2 1.503, O4 1.498, S6 2.283